Entry 1:
Here is the molecule C4H6O2 from OMol25. Energies are from wB97M-V/def2-TZVPD.

energy relative to the best compared isomer or geometry (same formula, charge and spin): 93.3 kJ/mol
E: -8339.4942 eV
HOMO level: -9.81 eV
E_LUMO: 0.873 eV
SMILES: O=C1CCOC1

```
12
C4H6O2, DFT wB97M-V/def2-TZVPD
O 0.822 2.157 0.271
C 0.482 1.013 0.108
C -0.952 0.506 -0.028
C -0.802 -1.013 -0.119
O 0.599 -1.326 -0.173
C 1.413 -0.196 -0.002
H -1.412 0.944 -0.921
H -1.546 0.842 0.830
H -1.245 -1.530 0.739
H -1.256 -1.415 -1.028
H 2.098 -0.082 -0.857
H 2.042 -0.274 0.899
```

***

Entry 2:
Here is the molecule C4H6O2 from OMol25. Energies are from wB97M-V/def2-TZVPD.

energy relative to the best compared isomer or geometry (same formula, charge and spin): 256.2 kJ/mol
E: -8337.8054 eV
HOMO level: -8.98 eV
E_LUMO: 0.826 eV
SMILES: O/C=C1\C[C@H]1O

```
12
C4H6O2, DFT wB97M-V/def2-TZVPD
O 0.584 1.152 -2.163
C -0.010 -1.120 -0.167
C -0.556 -0.444 1.074
O 0.270 -0.535 2.201
C -0.148 0.343 -0.097
C 0.050 1.354 -0.924
H 0.984 0.270 -2.170
H 0.983 -1.548 -0.058
H -0.694 -1.665 -0.813
H -1.627 -0.553 1.267
H 0.326 0.336 2.612
H -0.163 2.409 -0.764
```